C20H25F6N2O18P | wB97M-V/def2-TZVPD

Each line ends with the Mulliken charge.
CARTESIAN COORDINATES (ANGSTROEM)
N (-0.1291, -3.2008, 2.1716)  -0.79
P (-0.5480, -2.4973, 0.7713)  0.23
C (-1.5420, -0.9060, 1.0370)  1.19
C (-0.7362, 0.1209, 1.9593)  -0.53
C (0.5410, 0.7866, 1.2692)  0.03
F (0.3355, 1.2294, -0.0879)  -0.35
O (-1.9755, -0.5055, -0.2872)  -0.34
C (-3.2577, 0.1593, -0.2664)  0.43
O (-3.8687, 0.6352, -1.2294)  -0.59
O (-3.5945, 0.1603, 1.1283)  -0.32
C (-3.0031, -1.0560, 1.7173)  -0.10
N (-3.9023, -2.1351, 1.2278)  -0.66
H (-0.5493, -4.1507, 2.2122)  0.24
H (0.6291, -2.1206, 0.0088)  -0.03
H (-1.4031, -3.3712, -0.0122)  0.04
H (-1.4374, 0.9585, 2.3456)  -0.44
H (-0.3443, -0.4251, 2.8998)  0.51
H (1.4485, 0.0882, 1.2976)  0.08
H (0.8197, 1.7218, 1.8860)  0.33
H (-3.0682, -1.0679, 2.8518)  0.39
H (-4.8704, -1.7792, 1.1309)  0.28
H (-3.5568, -2.5108, 0.3335)  0.30
C (3.4465, -5.6290, -0.3453)  -0.45
C (2.3053, -4.7452, -0.7361)  0.25
O (2.9041, -3.4698, -0.8378)  -0.13
C (4.1995, -3.7031, -1.1907)  0.49
O (4.9376, -2.8696, -1.6257)  -0.50
O (4.5478, -5.0065, -0.9933)  -0.34
F (1.3652, -4.7025, 0.2390)  -0.24
H (3.6197, -5.6408, 0.7344)  0.30
H (3.3162, -6.6555, -0.6909)  0.30
H (1.8382, -5.0089, -1.6897)  0.28
C (-5.4651, 0.8147, -3.8443)  -0.16
C (-4.7688, 1.3519, -5.0534)  0.31
O (-5.7467, 1.2361, -6.0673)  -0.31
C (-6.9467, 1.3461, -5.4292)  0.62
O (-7.9840, 1.5635, -5.9825)  -0.52
O (-6.8171, 1.1851, -4.0822)  -0.31
F (-3.7070, 0.5790, -5.3883)  -0.28
H (-5.3954, -0.2738, -3.7663)  0.20
H (-5.0936, 1.2566, -2.9192)  0.21
H (-4.4532, 2.3955, -4.9645)  0.30
C (3.6012, 1.6823, -3.1455)  -0.52
C (2.4566, 0.8344, -3.6005)  0.34
O (2.4465, -0.2225, -2.6623)  -0.29
C (2.9478, 0.3074, -1.5146)  0.63
O (2.8430, -0.2037, -0.4368)  -0.45
O (3.5766, 1.4931, -1.7375)  -0.31
F (2.6919, 0.3178, -4.8300)  -0.31
H (4.5620, 1.3414, -3.5411)  0.29
H (3.4693, 2.7340, -3.4029)  0.28
H (1.4882, 1.3428, -3.5917)  0.29
C (5.9125, -0.2949, 2.2506)  -0.46
C (4.7827, 0.5955, 1.8427)  1.23
O (5.3985, 1.8632, 1.7197)  -0.35
C (6.6901, 1.6066, 1.3725)  0.60
O (7.4400, 2.4227, 0.9231)  -0.53
O (7.0217, 0.3024, 1.5931)  -0.32
F (3.8412, 0.6659, 2.8177)  -0.33
H (6.0849, -0.2901, 3.3309)  0.28
H (5.7698, -1.3256, 1.9228)  0.27
H (4.3130, 0.3212, 0.8941)  -0.34
C (-2.8648, 4.8607, 3.4857)  -0.42
C (-3.7313, 4.1872, 4.5017)  0.29
O (-3.3137, 2.8384, 4.4377)  -0.27
C (-2.0069, 2.8805, 4.0576)  0.70
O (-1.2481, 1.9594, 4.1561)  -0.53
O (-1.6660, 4.1007, 3.5579)  -0.30
F (-5.0365, 4.2520, 4.1482)  -0.29
H (-3.2746, 4.7973, 2.4738)  0.29
H (-2.6803, 5.9089, 3.7243)  0.26
H (-3.6049, 4.5630, 5.5212)  0.30

Kohn-Sham gap ... 0.3315 hartree
HOMO ... -8.7 eV
Largest force on an atom ... 5.04 eV Å⁻¹
E_tot ... -3181.46416 Eh
Charge ... 0
Spin multiplicity ... 1